No. 1
{
  "formula": "C3H5N5",
  "method": "ωB97M-V/def2-TZVPD",
  "elements": ["N", "N", "N", "N", "N", "C", "C", "C", "H", "H", "H", "H", "H"],
  "xyz": [[-2.276, 0.844, 0.262], [2.312, -0.265, 0.077], [0.210, -0.363, 0.187], [-2.206, -0.455, -0.263], [1.346, -1.028, 0.329], [0.513, 0.864, -0.217], [1.852, 0.992, -0.182], [-1.065, -0.992, -0.211], [-3.341, 1.135, 0.287], [-0.008, 1.776, -0.413], [-0.960, -1.927, -0.953], [-1.692, 0.924, 1.100], [2.497, 1.772, -0.504]],
  "smiles": "N/N=C\\n1ccnn1",
  "e_above_lowest_kcal_mol": 89.79
}

No. 2
{
  "formula": "C2O2S",
  "method": "ωB97M-V/def2-TZVPD",
  "elements": ["S", "O", "O", "C", "C"],
  "xyz": [[-0.121, -2.200, 0.073], [1.069, 0.494, -0.481], [-0.088, 1.930, 0.897], [0.381, 1.167, 0.164], [-1.241, -1.391, -0.653]],
  "e_above_lowest_kcal_mol": 40.33
}

No. 3
{
  "formula": "C2H6N2O2S",
  "method": "ωB97M-V/def2-TZVPD",
  "elements": ["S", "O", "O", "N", "N", "C", "C", "H", "H", "H", "H", "H", "H"],
  "xyz": [[-2.618, -0.088, -0.441], [-2.397, 0.884, 0.814], [-1.631, -1.360, -0.451], [0.820, -0.540, 0.100], [1.861, -1.319, 0.662], [1.202, 0.533, -0.299], [-1.662, 1.343, -0.456], [-2.180, 2.184, -0.761], [2.235, 0.854, -0.087], [-0.717, -1.169, -0.430], [0.649, 1.174, -0.881], [1.692, -1.726, 1.497], [2.744, -0.770, 0.734]],
  "e_above_lowest_kcal_mol": 149.89
}

No. 4
{
  "formula": "C6H16O2",
  "method": "ωB97M-V/def2-TZVPD",
  "elements": ["O", "O", "C", "C", "C", "C", "C", "C", "H", "H", "H", "H", "H", "H", "H", "H", "H", "H", "H", "H", "H", "H", "H", "H"],
  "xyz": [[2.147, 0.823, 1.708], [4.018, 1.986, -0.854], [-0.847, 0.712, -0.094], [0.273, -2.492, 0.067], [-1.431, -0.527, 0.801], [-1.355, 0.823, -1.490], [-2.629, 1.278, -1.583], [-0.177, -1.442, 1.098], [-3.277, 1.440, -0.936], [-2.422, -0.868, 0.613], [-0.661, 0.456, -2.185], [0.120, 0.618, -0.098], [-1.161, 1.727, 0.369], [0.646, -0.812, 1.294], [1.925, 0.229, 0.961], [3.850, 1.719, -1.697], [-0.580, -3.232, -0.091], [1.699, 1.639, 1.660], [-2.982, 1.418, -2.618], [-1.502, 0.081, 1.758], [1.095, -3.008, 0.504], [0.416, -2.123, -0.853], [-0.371, -1.941, 2.050], [3.203, 1.496, -0.382]],
  "smiles": "C=CCCCC.O.O",
  "e_above_lowest_kcal_mol": 86.85
}

No. 5
{
  "formula": "C4H10NOS2",
  "method": "ωB97M-V/def2-TZVPD",
  "elements": ["S", "S", "O", "N", "C", "C", "C", "C", "H", "H", "H", "H", "H", "H", "H", "H", "H", "H"],
  "xyz": [[0.253, 0.574, 2.736], [0.345, 1.626, -3.126], [-0.870, -3.470, 1.493], [0.116, -0.631, -0.225], [-0.770, -2.707, 0.563], [0.397, 3.421, -3.268], [0.208, -1.117, 2.509], [-0.771, -1.246, 0.666], [1.281, 3.904, -3.682], [-0.276, -3.141, -0.319], [0.658, 0.122, 0.192], [1.144, -1.566, 2.165], [-1.639, -0.655, 0.922], [-0.561, -1.728, 2.997], [-0.403, 3.774, -3.953], [2.117, 1.758, -2.594], [0.194, 3.867, -2.261], [-0.210, -0.499, -1.192]],
  "charge": 1,
  "e_above_lowest_kcal_mol": 157.40
}

No. 6
{
  "formula": "C20H38Cl33O12P3",
  "method": "ωB97M-V/def2-TZVPD",
  "elements": ["Cl", "Cl", "Cl", "Cl", "Cl", "Cl", "Cl", "Cl", "Cl", "Cl", "Cl", "Cl", "Cl", "Cl", "Cl", "Cl", "Cl", "Cl", "Cl", "Cl", "Cl", "Cl", "Cl", "Cl", "Cl", "Cl", "Cl", "Cl", "Cl", "Cl", "Cl", "Cl", "Cl", "P", "P", "P", "O", "O", "O", "O", "O", "O", "O", "O", "O", "O", "O", "O", "C", "C", "C", "C", "C", "C", "C", "C", "C", "C", "C", "C", "C", "C", "C", "C", "C", "C", "C", "C", "H", "H", "H", "H", "H", "H", "H", "H", "H", "H", "H", "H", "H", "H", "H", "H", "H", "H", "H", "H", "H", "H", "H", "H", "H", "H", "H", "H", "H", "H", "H", "H", "H", "H", "H", "H", "H", "H"],
  "xyz": [[4.235, 2.819, -4.545], [0.730, 4.522, -3.618], [-0.335, -1.167, -7.797], [5.185, -4.026, -1.709], [5.384, 6.717, -1.209], [2.978, -2.920, -3.136], [3.354, 1.907, -7.193], [-1.725, -5.336, -0.561], [-3.550, -3.729, -2.181], [-0.876, 4.400, -6.547], [4.820, -0.455, -0.773], [0.912, -3.033, -5.799], [0.231, 0.067, 3.859], [-1.184, 1.672, -5.417], [2.386, -0.777, 5.681], [2.169, -5.368, -0.504], [3.592, 4.432, -1.577], [3.155, -4.810, 2.148], [2.123, 1.368, -1.427], [-1.841, -2.147, -5.401], [-0.058, 0.091, -2.875], [0.019, 0.045, 0.064], [3.940, 6.246, -3.841], [7.297, -0.947, -2.202], [-3.421, 3.024, -6.703], [4.733, -4.607, -4.685], [-2.153, 3.848, -3.207], [0.568, -3.615, 1.217], [-0.301, 3.784, -0.993], [-0.704, -3.744, -2.763], [2.832, -1.090, 2.799], [3.010, 0.194, -4.945], [6.532, 1.831, -1.657], [-4.152, -0.599, -0.708], [-3.621, -3.074, 5.643], [3.695, 3.133, 3.366], [-4.318, -2.849, 7.106], [-3.263, -0.562, -2.053], [-3.986, -1.700, 4.854], [3.728, 2.053, 4.506], [3.700, 4.562, 3.848], [4.955, 2.817, 2.410], [2.391, 2.604, 2.468], [-2.173, -3.483, 5.676], [-3.468, -1.397, 0.346], [-4.599, -4.212, 5.006], [-4.497, 0.939, -0.426], [-5.591, -1.139, -1.195], [4.915, 1.864, 5.215], [1.652, -1.003, 4.103], [-6.580, -1.561, -0.269], [5.198, 3.687, 1.338], [-4.401, -3.824, 8.137], [4.680, -3.440, -3.299], [-5.990, -3.965, 5.134], [-1.938, -3.818, -1.473], [1.683, -5.095, 1.125], [-3.449, -1.638, 3.564], [-0.236, -1.676, -6.084], [5.972, 0.199, -1.984], [-0.659, 4.595, -2.552], [-1.643, 2.788, -6.684], [3.877, 6.172, -2.054], [-3.530, 1.826, -0.021], [1.012, 0.025, -1.440], [3.009, 1.895, -5.469], [-3.689, 0.150, -3.245], [1.249, 3.391, 2.287], [-2.995, 0.986, -3.329], [3.069, 6.782, -1.648], [2.013, 2.301, -5.290], [-5.364, -3.799, 8.647], [-6.454, -4.805, 5.651], [-4.716, 0.471, -3.068], [5.510, 2.775, 5.280], [0.468, 2.646, 2.437], [-3.686, -0.547, -4.082], [-3.635, -3.650, 8.893], [0.155, -0.810, -5.550], [-2.751, -0.803, 3.500], [4.542, 4.556, 1.299], [-2.848, -2.443, 3.142], [5.355, -2.640, -3.604], [1.083, 3.799, 1.290], [-6.255, -1.868, 0.725], [-4.222, -1.428, 2.825], [4.785, 1.503, 6.235], [-3.679, 2.171, 1.002], [-4.325, -4.835, 7.738], [5.059, 3.084, 0.441], [-3.548, 2.626, -0.760], [-0.840, 5.644, -2.319], [1.528, -0.935, -1.430], [-7.054, -2.478, -0.620], [5.572, 1.196, 4.659], [-2.513, 1.468, -0.183], [-7.311, -0.763, -0.140], [-6.452, -3.759, 4.168], [0.976, 4.041, 3.118], [6.229, 4.042, 1.315], [5.417, 0.217, -2.922], [-1.785, -2.935, -0.852], [-1.329, 2.315, -7.615], [1.137, -5.946, 1.533], [-6.273, -3.060, 5.670], [1.173, -1.980, 4.168]]
}

Number 1: M 111.108 g/mol, highest occupied orbital energy -9.65 eV. Number 2: M 88.087 g/mol, highest occupied orbital energy -11.46 eV. Number 3: M 122.149 g/mol, highest occupied orbital energy -8.13 eV. Number 4: M 120.192 g/mol, highest occupied orbital energy -9.39 eV. Number 5: M 152.264 g/mol, highest occupied orbital energy -12.23 eV. Number 6: M 1733.383 g/mol, highest occupied orbital energy -10.32 eV.